No. 1
{
  "formula": "C15H36GeHfO3P",
  "method": "wB97M-V/def2-TZVPD",
  "gap_ev": [8.1178, 8.3639],
  "s_squared": 0.75,
  "energy_ev": -89350.7436,
  "homo_energy_ev": [-20.81, -21.42],
  "total_charge": 4,
  "spin_multiplicity": 2,
  "elements": ["Hf", "C", "C", "C", "C", "O", "Ge", "O", "C", "C", "C", "C", "O", "C", "C", "C", "C", "H", "H", "H", "H", "H", "H", "H", "H", "H", "H", "H", "H", "H", "H", "H", "H", "H", "H", "H", "H", "H", "H", "H", "H", "H", "H", "H", "C", "P", "C", "C", "H", "H", "H", "H", "H", "H", "H", "H", "H"],
  "positions_angstrom": [[-10.966, -4.532, 3.522], [-16.381, -4.474, 4.250], [-15.788, -4.600, 5.596], [-16.122, -5.758, 6.414], [-14.845, -3.572, 6.082], [-11.575, -2.818, 3.692], [-10.123, -1.691, 3.889], [-11.905, -5.801, 4.529], [-12.171, -7.042, 3.738], [-13.723, -7.196, 3.563], [-11.540, -8.299, 4.572], [-11.451, -6.900, 2.409], [-9.167, -3.618, 3.999], [-7.566, -3.555, 4.315], [-7.325, -4.603, 5.327], [-7.382, -2.156, 4.744], [-6.829, -3.813, 3.020], [-17.016, -5.349, 4.015], [-15.529, -4.489, 3.633], [-16.767, -3.514, 4.003], [-15.723, -6.671, 5.924], [-17.205, -6.024, 6.270], [-15.857, -5.633, 7.464], [-15.043, -2.585, 5.568], [-13.841, -3.856, 5.782], [-14.893, -3.577, 7.137], [-14.251, -7.312, 4.525], [-13.942, -8.043, 2.829], [-14.271, -6.372, 3.117], [-12.217, -8.512, 5.383], [-10.659, -8.003, 4.986], [-11.423, -9.177, 3.930], [-11.747, -5.959, 1.804], [-11.926, -7.644, 1.691], [-10.411, -7.002, 2.433], [-7.748, -4.258, 6.249], [-6.252, -4.555, 5.470], [-7.615, -5.540, 4.932], [-8.112, -1.946, 5.583], [-7.631, -1.482, 3.933], [-6.306, -2.138, 4.968], [-6.918, -4.849, 2.716], [-5.785, -3.638, 3.238], [-6.960, -3.144, 2.272], [-5.896, -9.115, 10.336], [-7.583, -9.571, 10.319], [-8.272, -7.910, 9.981], [-7.700, -10.263, 8.634], [-5.655, -8.958, 11.401], [-5.692, -8.198, 9.825], [-5.076, -9.687, 9.788], [-7.814, -7.418, 9.159], [-8.257, -7.227, 10.870], [-9.367, -8.062, 9.870], [-8.659, -10.212, 8.214], [-7.660, -11.408, 8.815], [-7.111, -9.808, 7.861]],
  "forces_ev_per_a": [[2.7, -1.6, -1.0], [-0.3, -1.9, 1.4], [-0.5, 0.2, -0.5], [-0.9, 0.0, -0.3], [-1.1, 0.7, -1.8], [-1.3, 2.4, 0.1], [0.1, -0.7, 0.2], [-0.6, -0.7, 0.6], [-0.5, -1.4, 1.5], [0.2, -0.9, -0.6], [-3.3, 1.0, -2.3], [-3.0, 0.2, -1.6], [-0.7, 0.2, -0.5], [-1.1, -0.1, -1.9], [0.7, 1.6, 0.2], [-0.6, -0.1, 1.1], [0.5, -2.0, 2.4], [0.1, 0.9, -0.1], [1.5, -0.2, -1.3], [-0.8, 0.9, 0.2], [0.3, 0.3, 0.3], [0.6, 0.5, 0.3], [0.1, -0.4, -0.2], [0.2, -0.9, 0.9], [0.3, -0.4, -0.1], [0.2, 0.5, 1.2], [0.7, -0.6, -0.4], [0.3, 0.7, 1.4], [0.6, 0.7, -0.4], [-0.3, -0.2, 0.2], [2.7, 0.8, 0.9], [-0.1, 0.2, 0.1], [0.2, -0.4, 0.4], [1.0, 0.7, 0.7], [1.9, -0.5, 0.0], [-0.6, -0.5, 0.7], [0.4, -0.5, 0.1], [-0.3, -1.2, 0.1], [1.4, 0.1, -0.2], [0.5, 0.4, -0.3], [-0.4, 0.9, 0.5], [-0.1, -0.1, -0.3], [0.5, -0.3, 0.3], [-1.2, 2.0, -2.4], [3.2, -1.2, 1.2], [0.8, 2.1, -4.0], [-3.0, 0.1, 3.3], [-1.1, -3.6, 1.7], [0.6, 0.0, -0.4], [-0.9, 1.2, -0.1], [-1.4, -0.5, 1.3], [0.6, -0.1, -0.8], [0.4, -0.6, -0.6], [0.6, 0.2, -0.5], [-1.9, 0.4, -0.1], [0.9, 1.6, -1.0], [1.3, 0.0, 0.3]],
  "lowdin_charge": [1.723, 0.025, -0.173, 0.026, 0.026, -0.660, 1.371, -0.342, -0.571, -0.009, 0.039, -0.069, -0.544, -0.580, -0.011, -0.088, 0.002, 0.133, 0.084, 0.124, 0.124, 0.157, 0.117, 0.146, 0.095, 0.097, 0.075, 0.139, 0.064, 0.089, 0.039, 0.113, 0.102, 0.167, 0.075, 0.099, 0.123, 0.084, 0.101, 0.047, 0.144, 0.106, 0.123, 0.066, -0.269, 1.107, -0.239, -0.232, 0.077, 0.060, 0.114, 0.045, 0.084, 0.060, 0.019, 0.107, 0.068]
}


No. 2
{
  "formula": "C28H73O14V",
  "method": "wB97M-V/def2-TZVPD",
  "gap_ev": 7.7943,
  "energy_ev": -84573.4831,
  "homo_energy_ev": -9.36,
  "total_charge": 0,
  "elements": ["O", "V", "O", "O", "C", "O", "O", "H", "C", "C", "C", "O", "H", "H", "H", "H", "H", "H", "H", "H", "C", "C", "C", "O", "H", "H", "H", "H", "H", "H", "H", "H", "C", "C", "C", "O", "H", "H", "H", "H", "H", "H", "H", "H", "C", "C", "C", "O", "H", "H", "H", "H", "H", "H", "H", "H", "C", "C", "C", "O", "H", "H", "H", "H", "H", "H", "H", "H", "C", "C", "C", "O", "H", "H", "H", "H", "H", "H", "H", "H", "C", "C", "C", "O", "H", "H", "H", "H", "H", "H", "H", "H", "C", "C", "C", "O", "H", "H", "H", "H", "H", "H", "H", "H", "C", "C", "C", "O", "H", "H", "H", "H", "H", "H", "H", "H"],
  "positions_angstrom": [[2.692, 2.895, -2.035], [1.122, 2.673, -2.332], [0.756, 3.719, -3.450], [-0.261, -0.738, 0.051], [0.151, 0.519, 0.160], [-0.195, 1.110, 1.178], [0.875, 1.027, -0.749], [-0.801, -0.687, 0.853], [6.025, -1.284, 1.349], [5.252, 0.063, 1.394], [3.943, 0.072, 0.577], [4.866, 0.279, 2.739], [5.462, -2.001, 1.947], [7.047, -1.213, 1.721], [6.115, -1.641, 0.321], [5.987, 0.821, 1.117], [4.242, -0.017, -0.470], [3.388, 1.000, 0.709], [3.271, -0.779, 0.693], [3.903, 0.312, 2.704], [2.792, 0.995, 5.183], [1.907, 1.461, 4.060], [2.315, 2.828, 3.490], [2.042, 0.496, 3.015], [2.539, -0.037, 5.424], [2.714, 1.588, 6.095], [3.852, 1.108, 4.951], [0.873, 1.446, 4.409], [2.161, 3.594, 4.250], [1.735, 3.018, 2.587], [3.368, 2.758, 3.215], [1.270, 0.610, 2.449], [-2.251, 2.476, -4.783], [-2.167, 2.450, -3.271], [-3.290, 1.625, -2.597], [-0.965, 1.793, -2.919], [-1.534, 3.150, -5.252], [-3.225, 2.786, -5.167], [-2.124, 1.450, -5.132], [-2.171, 3.482, -2.921], [-3.345, 0.660, -3.104], [-4.292, 2.029, -2.756], [-3.140, 1.539, -1.522], [-1.113, 0.840, -2.997], [-4.020, -2.020, 1.662], [-5.189, -1.942, 0.702], [-4.888, -0.867, -0.344], [-5.250, -3.217, 0.038], [-3.105, -2.219, 1.103], [-4.154, -2.797, 2.414], [-3.802, -1.104, 2.213], [-6.132, -1.735, 1.210], [-5.764, -0.859, -0.996], [-4.003, -0.977, -0.970], [-4.808, 0.096, 0.162], [-5.671, -3.118, -0.819], [2.390, -3.480, -0.819], [2.895, -2.562, -1.897], [2.984, -3.265, -3.297], [2.132, -1.386, -2.023], [1.347, -3.769, -0.967], [2.424, -2.935, 0.126], [2.899, -4.435, -0.691], [3.912, -2.251, -1.646], [1.956, -3.532, -3.541], [3.709, -4.077, -3.317], [3.387, -2.524, -3.990], [1.832, -1.043, -1.175], [0.969, -0.535, -5.589], [2.049, 0.444, -5.042], [2.064, 1.682, -5.884], [1.708, 0.747, -3.702], [0.806, -1.432, -4.992], [1.199, -0.812, -6.619], [0.030, 0.014, -5.665], [3.009, -0.069, -4.965], [2.276, 1.491, -6.936], [2.788, 2.412, -5.521], [1.076, 2.144, -5.844], [1.766, -0.118, -3.271], [-3.223, 2.984, 2.342], [-1.961, 3.864, 2.468], [-1.274, 3.570, 3.772], [-1.225, 3.622, 1.294], [-4.002, 3.326, 3.026], [-3.072, 1.932, 2.592], [-3.567, 3.021, 1.309], [-2.297, 4.896, 2.366], [-0.353, 4.148, 3.857], [-1.026, 2.515, 3.888], [-1.852, 3.887, 4.642], [-0.944, 2.697, 1.257], [-0.099, -1.457, 6.416], [-0.981, -0.406, 5.755], [-1.403, -0.809, 4.337], [-2.166, -0.340, 6.512], [-0.572, -2.439, 6.431], [0.039, -1.204, 7.467], [0.858, -1.535, 5.900], [-0.484, 0.562, 5.840], [-0.570, -1.006, 3.659], [-1.912, 0.039, 3.872], [-2.109, -1.639, 4.312], [-2.838, 0.083, 5.973], [-1.789, -3.103, -1.659], [-1.246, -2.380, -2.879], [-2.111, -2.502, -4.115], [-0.942, -1.006, -2.660], [-1.894, -4.175, -1.835], [-2.768, -2.751, -1.335], [-1.101, -3.080, -0.813], [-0.371, -2.953, -3.199], [-1.533, -2.148, -4.968], [-3.049, -1.971, -3.948], [-2.383, -3.544, -4.289], [-0.389, -0.927, -1.878]],
  "forces_ev_per_a": [[-2.8, -0.1, -0.2], [2.6, -1.9, -0.9], [0.1, -0.1, 0.9], [-0.1, -0.7, -0.1], [1.4, 2.7, -1.0], [-0.5, 0.3, 1.3], [-0.3, -0.2, -1.1], [-0.5, -1.2, 0.2], [-0.6, 0.4, -0.5], [-0.3, -1.4, 0.7], [1.4, 0.1, -1.5], [0.3, 0.3, 0.4], [0.1, -0.1, -0.1], [-0.1, 0.2, 0.3], [-0.1, -0.1, -0.1], [-0.5, 0.4, -0.4], [-0.2, 0.4, -0.3], [0.1, 0.0, 0.0], [0.2, -0.1, 0.8], [-0.2, 0.1, 0.5], [0.4, 0.2, 0.7], [0.5, 0.5, -0.2], [-0.3, -0.8, 0.4], [-0.2, -0.4, 0.1], [0.3, 0.0, 0.0], [-0.6, 0.1, 0.0], [0.0, -0.4, -0.4], [-0.1, 0.2, -0.1], [0.0, 0.2, -0.2], [-0.1, 0.3, 0.1], [0.1, 0.2, 0.0], [0.0, 0.1, -0.3], [-0.6, -0.2, -0.4], [-1.3, -0.2, -0.1], [-0.3, 0.6, -0.8], [1.2, 0.5, 0.8], [0.3, -0.2, 0.2], [-0.2, 0.1, 0.3], [0.2, 0.0, -0.2], [0.3, -0.1, 0.4], [0.3, -0.3, 0.3], [0.1, 0.4, 0.0], [0.2, -0.2, -0.1], [0.2, -0.5, 0.1], [0.3, -0.2, 0.6], [1.5, 0.0, -1.0], [-1.1, 0.3, 0.3], [0.0, -0.1, 0.5], [-0.1, -0.3, -0.1], [0.0, -0.1, -0.1], [-0.5, 0.3, -0.1], [0.0, 0.1, 0.0], [0.0, 0.4, -0.3], [0.1, -0.5, 0.3], [-0.1, 0.2, -0.1], [-0.1, 0.1, 0.0], [-0.8, 0.0, 0.6], [1.5, -1.2, -1.0], [-0.2, 1.5, 1.2], [-0.8, 0.0, -0.6], [-0.2, 0.2, -0.2], [0.0, -0.2, 0.2], [0.5, 0.3, -0.2], [0.2, -0.1, 0.2], [0.2, -0.4, -0.5], [-0.4, -0.3, 0.3], [-0.3, 0.0, -0.2], [0.2, 0.1, 0.2], [0.3, 0.7, -0.4], [-0.9, -1.2, -0.8], [0.2, 0.6, 0.0], [-0.5, 1.2, 0.8], [0.2, 0.1, 0.1], [0.2, -0.2, 0.0], [-0.1, 0.0, 0.3], [0.2, 0.1, -0.5], [0.1, -0.3, 0.1], [0.0, 0.0, 0.0], [0.0, 0.1, 0.1], [0.0, 0.0, 1.1], [-0.4, 0.3, 0.4], [-1.7, -1.2, -0.7], [0.9, 0.7, 0.4], [0.9, 0.6, -0.2], [-0.2, 0.1, -0.1], [0.5, -0.1, 0.0], [-0.2, 0.1, 0.1], [0.2, 0.1, 0.4], [0.2, -0.1, -0.1], [-0.1, -0.1, -0.1], [-0.4, -0.1, -0.1], [0.2, -0.2, 0.2], [-0.1, 0.0, 0.1], [-0.1, -1.3, -0.2], [0.5, 1.0, -0.5], [-0.7, 0.1, 0.7], [-0.1, 0.0, -0.3], [0.3, 0.2, -0.1], [0.0, 0.0, 0.1], [0.2, 0.1, -0.5], [0.2, -0.2, 0.2], [-0.2, 0.1, 0.0], [0.2, -0.2, 0.4], [-0.1, 0.1, 0.1], [-0.1, -0.2, 0.3], [0.2, -1.0, -0.4], [-0.4, 0.1, 0.5], [-0.3, -0.2, -0.4], [-0.1, 0.0, -0.4], [0.0, 0.2, 0.0], [0.0, 0.4, 0.0], [0.7, 0.3, 0.4], [-0.4, 0.2, -0.1], [0.0, 0.3, -0.4], [0.2, -0.1, 0.0], [0.0, -0.2, 0.2]],
  "lowdin_charge": [-0.285, 1.061, -0.279, 0.113, -0.755, 0.019, -0.053, 0.128, -0.052, -0.444, -0.049, -0.075, 0.077, 0.070, 0.063, 0.131, 0.079, 0.080, 0.071, 0.023, -0.047, -0.470, -0.030, -0.079, 0.071, 0.086, 0.078, 0.099, 0.081, 0.074, 0.081, 0.051, -0.040, -0.444, -0.031, -0.143, 0.079, 0.084, 0.080, 0.143, 0.073, 0.085, 0.077, 0.059, -0.060, -0.464, -0.063, -0.057, 0.068, 0.084, 0.069, 0.136, 0.082, 0.060, 0.079, 0.080, -0.038, -0.470, -0.019, -0.062, 0.074, 0.074, 0.089, 0.124, 0.068, 0.082, 0.068, 0.057, -0.027, -0.442, -0.042, -0.096, 0.062, 0.084, 0.073, 0.141, 0.090, 0.091, 0.078, 0.055, -0.060, -0.484, -0.049, -0.068, 0.076, 0.056, 0.072, 0.137, 0.075, 0.060, 0.086, 0.024, -0.047, -0.492, -0.050, -0.050, 0.084, 0.083, 0.068, 0.120, 0.073, 0.054, 0.083, 0.083, -0.036, -0.478, -0.039, -0.058, 0.090, 0.057, 0.065, 0.115, 0.070, 0.080, 0.086, 0.043]
}